This record from the Open Molecules 2025 dataset describes 2 unconnected molecules or ions with the total composition C5H15N2. The level of theory is wB97M-V/def2-TZVPD.

The value obtained for the max |F| is 4.7 eV/A. Its HOMO energy is -14.0 eV. The calculation puts the molar mass at 103.2 g/mol. As for the energy relative to the best compared isomer or geometry (same formula, charge and spin): 515.7 kJ/mol. As for the charge: +1.

Geometry as XYZ:
```
22
Properties=species:S:1:pos:R:3:mulliken_charge:R:1
N -0.28516 -2.40947 0.81456 -0.599
C 0.36943 0.06389 -0.47238 0.117
C -0.17340 1.43594 -0.62457 -0.868
C -1.59765 1.67699 -0.07641 -0.422
C -2.44653 0.72958 -0.77590 -0.878
C 1.42001 -0.18133 0.68545 -0.734
N 2.71494 -0.85570 0.35049 -0.483
H 0.22985 -1.90034 0.10838 0.273
H -1.26240 -2.15155 0.79262 0.232
H -0.13551 -3.39121 0.61187 0.273
H 0.57453 -0.22553 -1.50166 0.338
H -0.13807 1.92816 -1.66620 0.433
H 0.39150 2.09445 -0.01297 0.291
H -1.84926 2.73613 -0.27215 0.370
H -1.63353 1.62835 1.02802 0.300
H -1.68707 -0.10701 -0.87901 0.199
H -2.63985 1.04200 -1.82365 0.309
H -3.41368 0.45436 -0.31155 0.318
H 1.77640 0.83464 0.96193 0.428
H 0.94504 -0.60099 1.55834 0.630
H 2.99405 -1.63470 0.92904 0.236
H 3.40843 -0.20099 -0.09549 0.237
```

=====

This record from the Open Molecules 2025 dataset describes a molecular structure, C39H45IrN4O3SSeSi. The level of theory is wB97M-V/def2-TZVPD.

The value obtained for the max |F| is 3.1 eV/A. The spin multiplicity is 2. Its HOMO energy (spin up / spin down) is -10.1 / -10.2 eV. The calculation puts the molar mass at 949.1 g/mol. As for the charge: +1.

Geometry as XYZ:
```
95
Properties=species:S:1:pos:R:3:mulliken_charge:R:1
Ir -0.28312 0.27802 -0.38183 0.381
C 2.42638 -3.48608 2.68067 -0.477
O 3.33448 -3.54638 1.59387 -0.353
C 3.18318 -4.64408 0.76317 0.575
C 4.16688 -5.62428 0.80297 -0.645
C 4.08278 -6.75298 0.01077 -0.593
C 2.98888 -6.92278 -0.82133 -0.700
C 2.01828 -5.94478 -0.88393 -0.859
C 2.10428 -4.78058 -0.12043 0.494
N 1.04198 -3.86858 -0.24913 0.410
C 1.02898 -2.50658 -0.39223 0.740
N 2.19508 -1.87798 -0.21973 0.166
C 2.62158 -0.55108 -0.31743 0.204
C 1.79768 0.57712 -0.29853 -0.236
C 2.43388 1.82172 -0.34363 0.509
C 3.80588 1.95082 -0.42613 -1.217
C 4.61108 0.82212 -0.47813 -0.497
C 4.02988 -0.43118 -0.42713 0.633
O 4.69508 -1.62178 -0.46403 -0.358
C 6.04068 -1.66218 -0.87823 -0.949
N -0.08532 -1.91648 -0.77393 -0.590
C -1.26422 -2.67678 -0.88213 -0.133
C -1.91222 -2.79868 -2.10793 -0.390
C -3.06102 -3.55988 -2.22433 -1.054
C -3.57442 -4.21358 -1.11833 -0.714
C -2.96312 -4.08488 0.11837 -0.630
C -1.81382 -3.31918 0.25597 0.800
O -1.13002 -3.14198 1.42067 0.113
C -1.65412 -3.70678 2.60377 -1.110
H 2.74618 -2.64168 3.28697 0.295
H 2.48088 -4.40418 3.27137 0.299
H 1.39938 -3.32438 2.34477 -0.032
H 4.99238 -5.47648 1.48267 0.489
H 4.85628 -7.50178 0.05647 0.425
H 2.89348 -7.81008 -1.42693 0.419
H 1.17008 -6.06548 -1.54243 0.494
H 0.20158 -4.30338 -0.61213 0.247
H 2.97028 -2.47358 0.06807 0.028
H 1.82988 2.71982 -0.31293 -0.120
H 4.25398 2.93242 -0.45473 0.499
H 5.67898 0.93392 -0.56523 0.363
H 6.34058 -2.70298 -0.77013 0.263
H 6.68898 -1.03078 -0.26673 0.354
H 6.12558 -1.37458 -1.93003 0.369
H -1.49042 -2.30608 -2.97123 0.507
H -3.55142 -3.65058 -3.17963 0.410
H -4.44902 -4.83768 -1.21543 0.483
H -3.38892 -4.59718 0.96627 0.520
H -1.00222 -3.35838 3.40357 0.244
H -1.63552 -4.80218 2.56667 0.461
H -2.67632 -3.36928 2.79927 0.346
C -7.28522 0.29722 0.68167 -1.133
Si -5.51012 -0.32088 0.38617 0.156
C -5.43272 -1.15728 -1.33413 -0.959
C -4.96522 -1.54618 1.73107 -0.144
C -4.29052 1.10692 0.00397 0.230
C -4.70102 2.16592 -0.79773 -0.303
C -3.79172 2.88772 -1.56223 -0.837
C -2.48142 2.44752 -1.60053 -0.628
N -2.04452 1.49442 -0.78323 -0.115
C -2.90452 0.91522 0.08187 0.482
S -2.10492 -0.05638 1.26747 -0.336
H -7.91842 -0.54468 0.95047 0.327
H -7.70472 0.74152 -0.21733 0.336
H -7.35372 1.02792 1.48177 0.382
H -5.87132 -2.14808 -1.31803 0.357
H -4.40752 -1.26108 -1.67853 0.135
H -5.96662 -0.57348 -2.07843 0.461
H -5.68172 -2.36008 1.79657 0.455
H -4.89352 -1.08608 2.71117 0.453
H -3.99912 -1.97438 1.48727 -0.634
H -5.74872 2.42082 -0.83803 0.413
H -4.10752 3.72102 -2.16883 0.442
H -1.75342 2.86322 -2.28543 0.514
C 3.24788 8.96722 -0.34423 -1.474
C 2.43158 7.73992 -0.11443 0.702
C 1.91268 7.00712 -1.17843 -1.125
C 1.10458 5.90532 -0.97763 1.237
C 0.55548 5.14142 -2.13853 -1.339
C 0.80148 5.52352 0.34487 0.007
Se -0.33612 4.06332 0.66567 0.120
C 1.35038 6.22952 1.43637 0.796
C 1.07658 5.78992 2.83497 -1.615
C 2.15568 7.31992 1.18527 -0.988
H 3.47238 9.10552 -1.39973 0.354
H 4.18128 8.92232 0.21747 0.358
H 2.69888 9.84232 0.01007 0.334
H 2.14748 7.31762 -2.18553 0.307
H 0.96558 5.50172 -3.07753 0.389
H -0.52932 5.24352 -2.17563 0.299
H 0.78678 4.08052 -2.04303 0.241
H 1.45318 4.77742 2.98527 0.327
H 0.00438 5.77852 3.03037 0.350
H 1.55228 6.44942 3.55517 0.390
H 2.58518 7.86742 2.01147 0.394
```

=====

This record from the Open Molecules 2025 dataset describes a gas-phase ion, C6H10NO2 (charge +1). The level of theory is wB97M-V/def2-TZVPD.

The value obtained for the max |F| is 4.3 eV/A. Its HOMO energy is -14.9 eV. The calculation puts the molar mass at 128.2 g/mol. As for the energy relative to the best compared isomer or geometry (same formula, charge and spin): 422.1 kJ/mol. As for the charge: +1. As for the structure (SMILES): C=C[N@H+]1CCCC12OO2.

Geometry as XYZ:
```
19
Properties=species:S:1:pos:R:3:mulliken_charge:R:1
C 0.39961 -2.73425 -0.68430 -0.734
C -0.02158 -1.79516 0.11940 -0.104
C -0.51137 1.81940 -0.59107 -0.616
C 0.02329 1.73854 0.84188 -0.790
C -0.92047 0.34143 -0.80157 -0.486
C 0.62483 0.43024 0.95075 0.758
N 0.18686 -0.44337 -0.22969 0.249
O 1.95805 0.27010 1.28458 -0.318
O 0.92811 -0.28602 2.02412 -0.297
H 0.29287 -3.73894 -0.33823 0.307
H 0.89919 -2.44131 -1.66986 0.226
H -0.73825 -2.06734 0.95714 0.295
H -1.48713 2.41947 -0.85071 0.332
H 0.34415 2.22833 -0.99894 0.345
H 0.79021 2.55087 1.08537 0.384
H -0.69319 1.92318 1.62392 0.321
H -1.84136 0.17524 -0.12500 0.336
H -1.32477 -0.02152 -1.83415 0.323
H 1.09096 -0.36889 -0.76362 0.468
```

=====

This record from the Open Molecules 2025 dataset describes a molecular structure, C25H13Cl5N4OSY. The level of theory is wB97M-V/def2-TZVPD.

The value obtained for the max |F| is 1.6 eV/A. Its HOMO energy is -10.1 eV. The calculation puts the molar mass at 683.6 g/mol. As for the charge: +1.

Geometry as XYZ:
```
50
Properties=species:S:1:pos:R:3:mulliken_charge:R:1
Y -0.29875 0.43674 -0.66917 1.271
Cl -3.38981 0.67683 5.83135 -0.164
C -2.66849 0.24981 4.33973 0.463
C -2.02898 1.20868 3.55946 -0.363
Cl -1.92889 2.83793 4.07853 -0.171
C -1.45716 0.83958 2.34685 1.821
Cl -0.67675 2.06459 1.38899 -0.219
C -1.48779 -0.47903 1.85408 -0.554
O -0.93730 -0.83868 0.72885 -1.069
C -2.13708 -1.42766 2.67957 0.310
Cl -2.19207 -3.04068 2.11191 -0.174
C -2.71314 -1.07624 3.89113 0.012
Cl -3.49274 -2.26182 4.83634 -0.163
S 7.21122 -1.54291 -2.17681 0.230
N 6.05897 -0.95567 -3.13588 -0.674
C 4.99740 -0.65251 -2.39909 0.731
C 3.74451 -0.13801 -2.86400 0.367
C 3.49965 0.13181 -4.21548 -0.354
C 2.25229 0.59040 -4.58217 -0.899
C 1.28197 0.75673 -3.59847 -0.095
N 1.49188 0.51030 -2.30820 -0.360
C 2.71295 0.07548 -1.92149 0.000
C 2.93873 -0.18555 -0.50541 -0.186
N 1.93376 0.07596 0.35640 -0.508
C 2.12029 -0.16708 1.64746 0.092
C 3.30105 -0.69299 2.16885 -1.030
C 4.34175 -0.96226 1.30902 -0.403
C 4.17428 -0.69480 -0.05457 0.433
C 5.20268 -0.93651 -1.01844 0.786
N 6.40969 -1.43582 -0.78674 -0.657
H 4.29023 -0.03598 -4.93086 0.567
H 2.00828 0.80941 -5.60876 0.448
H 0.28766 1.10027 -3.85716 0.459
H 1.29985 0.06711 2.31555 0.461
H 3.37961 -0.88588 3.22552 0.469
H 5.28468 -1.36926 1.63975 0.563
C -2.11004 0.90053 -1.94199 -1.765
C -3.20951 0.66369 -0.96784 1.254
C -3.62917 1.66951 -0.08358 -0.567
C -4.61772 1.42929 0.84966 -0.561
C -5.22010 0.18192 0.92026 -0.562
C -4.83840 -0.81512 0.03408 -0.665
C -3.84544 -0.58476 -0.89686 -0.563
H -2.12649 1.94715 -2.28453 0.422
H -2.23718 0.23851 -2.81052 0.429
H -3.17997 2.65540 -0.14330 0.419
H -4.92603 2.22016 1.51872 0.477
H -5.98978 -0.00989 1.64937 0.468
H -5.32397 -1.77855 0.06733 0.428
H -3.56064 -1.37012 -1.58747 0.348
```